a.
Molecular formula: CI2NO2
Method: DFT, ωB97M-V/def2-TZVPD

## Properties
- net charge = -1
- E_LUMO (eV) = 3.08
- orbital gap (eV) = 6.7

Atoms and positions in Å:
C 0.02 -0.45 1.09
N -0.58 0.30 -0.73
O -0.27 -1.63 1.13
O 0.52 0.47 1.58
I 0.56 -0.87 -1.98
I -0.25 2.18 -1.09


b.
Molecular formula: CI2NO2
Method: DFT, ωB97M-V/def2-TZVPD

## Properties
- net charge = -1
- E_LUMO (spin up / spin down) (eV) = 2.80 / 2.80
- orbital gap (spin up / spin down) (eV) = 6.8 / 6.8

Atoms and positions in Å:
C 0.52 0.14 0.14
N -1.25 -0.07 -0.34
O 0.93 -0.88 0.56
O 0.80 1.29 -0.11
I -2.78 0.33 1.09
I -1.71 -1.69 -1.52


Energetically preferred structure: b | next structure: +2.6 kcal/mol


a.
Molecular formula: C3H5NO2S2
Method: DFT, ωB97M-V/def2-TZVPD

## Properties
- net charge = 0
- E_LUMO (eV) = 0.20
- orbital gap (eV) = 9.5
- SMILES = O=CNSCSC=O

Atoms and positions in Å:
C 1.66 -0.10 1.13
C -0.71 0.82 -0.97
C -1.63 -1.55 -0.33
H 2.06 0.02 2.19
H 1.73 2.06 0.93
H -1.27 0.30 -1.69
H -1.09 1.95 -1.01
H -1.72 -2.19 0.65
N 1.50 1.09 0.54
O 1.32 -1.29 0.68
O -1.66 -1.95 -1.53
S 1.12 0.82 -1.10
S -1.31 0.02 0.49


b.
Molecular formula: C3H5NO2S2
Method: DFT, ωB97M-V/def2-TZVPD

## Properties
- net charge = 0
- E_LUMO (eV) = 0.10
- orbital gap (eV) = 8.7
- SMILES = O=CSCONC=S

Atoms and positions in Å:
C -2.13 0.77 0.06
C 0.66 -1.17 0.17
C 2.51 0.94 -0.02
H -2.25 1.79 0.74
H -0.09 1.43 0.03
H 0.66 -2.40 -0.28
H 0.45 -1.02 1.27
H 3.54 1.18 -0.47
N -0.73 0.60 0.04
O -0.05 -0.36 -0.61
O 1.65 1.79 0.03
S -3.44 -0.32 0.02
S 2.43 -0.92 0.10


Energetically preferred structure: a | next structure: +50.4 kcal/mol


a.
Molecular formula: C5H32NO13
Method: DFT, ωB97M-V/def2-TZVPD

## Properties
- net charge = -1
- E_LUMO (eV) = 2.55
- orbital gap (eV) = 8.1

Atoms and positions in Å:
O 3.02 0.32 0.07
C 1.93 -0.01 0.14
C 1.11 0.39 1.34
C 1.42 -0.96 2.27
C 1.76 -0.49 3.62
N -0.43 0.40 1.06
C -0.73 1.36 0.04
O 0.30 1.49 -0.81
H 1.73 -0.82 -0.64
H 1.30 1.37 1.70
H 0.54 -1.71 2.21
H 2.25 -1.50 2.01
H 2.55 0.10 3.74
H 0.92 0.15 3.99
H 2.03 -1.39 4.17
H -0.61 -0.64 1.01
H -1.56 1.01 -0.74
H -1.00 2.29 0.57
H 2.46 4.05 -0.22
H 1.01 3.64 0.19
O 1.60 4.37 0.01
H -1.53 -3.39 -2.11
H -1.96 -4.48 -1.11
O -1.26 -4.21 -1.69
H -2.58 -0.13 2.50
H -2.10 -0.32 3.84
O -2.88 -0.12 3.47
H 3.83 2.16 -1.33
H 2.43 2.41 -1.31
O 3.24 2.88 -1.32
H -1.37 -1.09 -2.64
H -1.47 -2.08 -3.88
O -1.93 -2.03 -2.94
H -3.51 -2.08 1.63
H -2.69 -2.24 0.21
O -2.58 -2.26 1.20
H 0.00 0.99 -1.71
H -1.34 0.55 -3.16
O -0.75 0.07 -2.46
H 1.52 -2.83 -0.85
H -0.15 -2.65 -0.70
O 0.73 -2.59 -0.31
H 0.83 3.96 2.72
H -0.44 3.47 2.34
O 0.19 3.40 3.12
H -3.25 -3.12 -1.56
H -3.83 -1.93 -1.83
O -4.04 -2.57 -1.15
H 0.12 1.02 -3.87
H 1.57 0.49 -3.64
O 1.17 1.28 -3.88


b.
Molecular formula: C5H32NO13
Method: DFT, ωB97M-V/def2-TZVPD

## Properties
- net charge = -1
- E_LUMO (eV) = 2.82
- orbital gap (eV) = 9.2

Atoms and positions in Å:
C -1.52 1.90 1.59
C -2.49 1.76 0.41
C -2.21 1.04 2.65
N -1.45 0.17 3.38
C -0.05 -0.01 3.07
C 0.50 -0.94 1.90
O -0.60 -1.79 1.66
O -3.44 0.95 2.90
H -1.38 3.00 1.90
H -0.50 1.57 1.23
H -2.03 1.58 -0.55
H -2.96 2.75 0.22
H -3.24 1.01 0.50
H -1.98 -0.53 3.92
H 0.34 0.99 2.86
H 0.52 -0.44 3.87
H 1.36 -1.39 2.10
H 0.68 -0.33 1.08
H 0.09 -3.53 -0.79
H -0.27 -2.47 1.05
O 0.59 -3.40 0.04
H 3.38 0.54 -1.35
H 3.61 1.82 -1.70
O 4.16 1.06 -1.57
H -3.75 -1.27 2.40
H -4.12 -0.27 1.34
O -4.00 -1.25 1.46
H 1.04 -0.21 -3.71
H 2.66 0.03 -3.81
O 1.78 0.42 -3.74
H -2.69 1.51 -3.40
H -1.33 1.17 -3.79
O -1.95 1.95 -3.82
H 1.41 2.04 0.67
H 1.58 3.43 1.49
O 1.59 2.47 1.36
H 0.49 0.73 -1.54
H 1.70 -0.17 -0.90
O 0.94 0.50 -0.73
H 1.06 -1.59 -2.52
H -0.38 -1.97 -2.56
O 0.24 -1.53 -3.06
H 2.91 -1.28 -0.28
H 4.11 -1.00 0.83
O 3.10 -0.99 0.76
H 3.27 -1.67 -2.04
H 1.28 -2.72 -0.16
O 2.40 -1.57 -1.73
H -1.84 -1.12 -0.31
H -0.94 -0.18 -1.38
O -1.72 -0.74 -1.20


Energetically preferred structure: b | next structure: +55.7 kcal/mol


a.
Molecular formula: C2H9NO2
Method: DFT, ωB97M-V/def2-TZVPD

## Properties
- net charge = 0
- E_LUMO (eV) = 0.79
- orbital gap (eV) = 9.8
- SMILES = CNCO.O

Atoms and positions in Å:
C 1.08 1.30 1.14
N -0.19 0.77 0.67
C -0.48 -0.57 0.93
O 0.14 -1.45 -0.05
H 0.93 2.30 1.53
H 1.82 1.33 0.34
H 1.51 0.68 1.92
H -0.36 1.05 -0.29
H -0.11 -0.87 1.92
H -1.54 -0.78 0.95
H -0.21 -2.34 0.12
H -0.55 -0.08 -3.21
H -0.46 -0.65 -1.79
O -0.61 0.18 -2.28


b.
Molecular formula: C2H9NO2
Method: DFT, ωB97M-V/def2-TZVPD

## Properties
- net charge = 0
- E_LUMO (eV) = 0.54
- orbital gap (eV) = 8.9
- SMILES = C=CN.O.O

Atoms and positions in Å:
C 0.97 -0.83 1.80
C 0.23 0.17 1.32
N 0.57 1.31 0.64
H 2.05 -0.75 1.97
H 0.60 -1.82 1.96
H -0.85 0.02 1.41
H 1.53 1.61 0.55
H -0.08 1.95 0.24
H -1.16 -0.65 -0.76
H -2.09 -1.10 -1.86
O -2.08 -0.91 -0.92
H 0.58 0.23 -1.46
H -0.18 0.74 -2.77
O -0.09 0.03 -2.12


c.
Molecular formula: C2H9NO2
Method: DFT, ωB97M-V/def2-TZVPD

## Properties
- net charge = 0
- E_LUMO (eV) = 0.62
- orbital gap (eV) = 9.8
- SMILES = NCO.CO

Atoms and positions in Å:
C 1.80 -0.52 -1.00
O 0.90 0.55 -1.26
H 1.41 -1.43 -1.47
H 1.77 -0.67 0.07
H 2.79 -0.32 -1.37
H 1.08 0.97 -2.10
N -0.87 0.72 1.75
C -1.52 -0.30 0.94
O -1.62 0.03 -0.43
H -1.50 1.47 2.00
H -0.08 1.13 1.28
H -2.51 -0.47 1.34
H -0.94 -1.22 1.05
H -0.72 0.06 -0.79


Energetically preferred structure: a | next structure: +5.9 kcal/mol


a.
Molecular formula: C3H7ClFN
Method: DFT, ωB97M-V/def2-TZVPD

## Properties
- net charge = 0
- E_LUMO (eV) = 0.85
- orbital gap (eV) = 10.1
- SMILES = C[C@@](F)(Cl)CN

Atoms and positions in Å:
C 1.78 -0.73 -0.46
C 0.37 -0.33 -0.05
C -0.98 -0.99 -0.59
H 1.76 -1.74 0.24
H 2.52 0.09 -0.27
H 2.06 -0.97 -1.63
H -1.28 -2.01 -0.02
H -0.98 -1.40 -1.78
H -2.26 0.70 -0.66
H -1.85 0.19 1.13
N -2.08 -0.17 0.02
F 0.42 -0.64 1.22
Cl 0.22 1.44 -0.09


b.
Molecular formula: C3H7ClFN
Method: DFT, ωB97M-V/def2-TZVPD

## Properties
- net charge = 0
- E_LUMO (eV) = 0.87
- orbital gap (eV) = 11.2
- SMILES = NCC[C@@H](F)Cl

Atoms and positions in Å:
C 1.62 1.00 -0.31
C 0.62 0.71 0.74
C -0.33 -0.44 0.41
H 2.00 -1.06 -0.40
H 1.54 -0.43 -1.80
H 1.27 1.79 -0.99
H 2.55 1.35 0.18
H 1.19 0.40 1.65
H 0.05 1.68 0.88
H 0.12 -1.20 -0.17
N 2.24 -0.23 -1.06
F -0.88 -0.90 1.63
Cl -1.64 -0.02 -0.69


Energetically preferred structure: b | next structure: +51.4 kcal/mol